Entry 1:
A structure of composition C25H61AsCrN6O5P2SSi3. Source: the Open Molecules 2025 dataset; level of theory: wB97M-V/def2-TZVPD.

Geometry as XYZ:
```
105
Properties=species:S:1:pos:R:3
Cr -0.86040 0.15474 -0.11185
C -0.39649 -3.75698 1.42041
N -0.42364 -2.78415 2.50616
C -1.20992 -3.19568 3.66146
P 0.47447 -1.43199 2.42029
O 0.59042 -0.83993 1.05895
O -0.14565 -0.46898 3.53217
P -1.09777 0.84258 3.25902
O -1.70174 0.79886 1.91734
N -0.05790 2.06356 3.55543
C -0.55573 3.41859 3.32960
C 1.22553 1.98853 4.22787
N -2.23512 0.80869 4.43157
C -3.40572 -0.05298 4.25636
C -1.90797 1.11658 5.81220
N 2.01613 -1.64696 3.02216
C 2.88779 -2.47511 2.19100
C 2.12236 -2.03087 4.42770
H -1.41562 -3.97230 1.10094
H 0.07748 -4.68525 1.75423
H 0.15310 -3.36217 0.56919
H -2.22080 -3.42549 3.32514
H -1.27064 -2.38901 4.38758
H -0.76322 -4.07086 4.14294
H -1.43672 3.39448 2.69231
H 0.20270 3.99914 2.80246
H -0.78917 3.91275 4.27863
H 1.17313 2.42264 5.23274
H 1.96480 2.55265 3.65405
H 1.56954 0.96060 4.30031
H -3.50635 -0.35016 3.21418
H -4.30009 0.48378 4.57622
H -3.30938 -0.95991 4.86232
H -1.09002 1.83319 5.85842
H -1.62438 0.21981 6.37561
H -2.77828 1.56064 6.29810
H 2.73205 -2.25300 1.13942
H 2.70818 -3.54492 2.35708
H 3.92828 -2.25922 2.43555
H 1.48870 -1.40381 5.05069
H 3.15563 -1.89816 4.75078
H 1.84858 -3.08095 4.59048
S -0.74834 3.06880 -0.16989
C -2.10171 2.51637 -1.07278
C -3.05634 3.37690 -1.65751
C -4.09804 2.85580 -2.38217
C -4.20605 1.47136 -2.55373
C -3.25557 0.67716 -1.96001
N -2.24198 1.18025 -1.23770
H -2.94197 4.44120 -1.50764
H -4.83115 3.51821 -2.82618
H -5.00316 1.02713 -3.13137
H -3.27066 -0.40087 -2.06071
N -2.49940 -2.83592 -2.45670
C -3.27104 -3.63452 -1.50332
C -3.99960 -2.75660 -0.48979
C -3.08358 -2.06480 0.51447
O -3.36676 -2.10799 1.71230
O -2.04284 -1.49525 0.02549
H -1.99110 -3.43362 -3.09776
H -1.82480 -2.28845 -1.93263
H -2.65422 -4.36828 -0.96157
H -4.01765 -4.20710 -2.05820
H -4.71553 -3.35322 0.07386
H -4.56123 -1.98547 -1.02639
C 4.33258 2.18885 -2.30539
Si 3.08261 1.56867 -1.05256
C 2.66108 2.93285 0.15529
C 3.79379 0.16252 -0.03810
As 1.09841 0.77761 -2.04684
Si 1.76799 -1.21185 -3.12521
C 0.50916 -1.57978 -4.46842
C 3.50388 -1.22384 -3.84408
C 1.62206 -2.56693 -1.83596
Si 0.79285 2.24269 -3.88456
C 2.07205 1.92107 -5.22297
C -0.89768 1.94900 -4.62208
C 0.96542 4.01500 -3.31711
H 5.23400 2.51612 -1.77935
H 3.94531 3.04222 -2.86436
H 4.62030 1.41514 -3.01870
H 3.57856 3.24745 0.66378
H 1.95087 2.57012 0.90265
H 2.20904 3.80066 -0.32652
H 4.70727 0.47978 0.47240
H 4.02765 -0.72058 -0.63329
H 3.05739 -0.11350 0.71918
H 0.58647 -0.90405 -5.32141
H -0.50861 -1.50497 -4.07710
H 0.65425 -2.59907 -4.83743
H 3.65686 -0.41732 -4.56321
H 3.68285 -2.17161 -4.35944
H 4.25802 -1.12296 -3.06179
H 0.59385 -2.61838 -1.46954
H 2.26581 -2.37230 -0.97718
H 1.88916 -3.54089 -2.25488
H 2.00784 0.90412 -5.61655
H 3.09222 2.08613 -4.87588
H 1.88418 2.60552 -6.05546
H -1.00022 0.94055 -5.02553
H -1.04697 2.65768 -5.44249
H -1.69245 2.10555 -3.89522
H 1.90533 4.18395 -2.78815
H 0.16128 4.27827 -2.63064
H 0.94211 4.68247 -4.18320
```

Computed properties:
spin multiplicity: 5
lowest unoccupied orbital energy (spin up / spin down): 0.0190 / 0.0190 hartree
Kohn-Sham gap (spin up / spin down): 7.0 / 7.3 eV
relative energy (zero: lowest compared OMol25 entry of this formula, charge and spin): 0.0 kJ/mol
⟨S²⟩: 6.011


Entry 2:
A cluster of 3 separate species, C19H27F2N2PSi in total. Source: the Open Molecules 2025 dataset; level of theory: wB97M-V/def2-TZVPD.

Geometry as XYZ:
```
52
Properties=species:S:1:pos:R:3
C -4.47602 2.05475 -1.08124
Si -2.83139 1.22550 -0.74076
C -1.50731 2.54531 -0.56282
C -2.40827 0.02599 -2.15632
C -1.06464 0.22382 -2.87040
C 0.21157 -0.22532 -2.15897
F 0.97760 -0.91807 -3.06623
F 0.95474 0.90061 -1.85707
P 0.02568 -1.33990 -0.65162
C -2.88293 0.28691 0.89056
C -3.26799 -1.05086 0.97296
C -3.28681 -1.72414 2.18468
C -2.90882 -1.06913 3.34729
C -2.53221 0.26392 3.29352
C -2.52386 0.93083 2.07729
H -5.16665 1.43075 -1.64812
H -4.30131 2.97219 -1.64887
H -4.95130 2.34409 -0.14282
H -0.61759 2.10852 -0.10723
H -1.86715 3.33357 0.10104
H -1.22886 2.99609 -1.51482
H -2.54019 -1.01020 -1.84269
H -3.17483 0.20671 -2.91678
H -1.07132 -0.30187 -3.82595
H -0.93015 1.28239 -3.09628
H 0.62858 -0.47633 0.27978
H 1.16239 -2.11033 -0.95140
H -3.55484 -1.59299 0.07798
H -3.59273 -2.76222 2.22402
H -2.90784 -1.60227 4.28992
H -2.23582 0.77796 4.19967
H -2.22234 1.97276 2.05667
C 3.61508 -4.26712 -0.62699
C 4.33849 -4.11076 0.58724
C 4.15456 -5.25202 1.32049
N 3.34928 -6.08894 0.59745
C 3.01515 -5.49757 -0.58978
H 3.54498 -3.55715 -1.43456
H 4.92585 -3.25872 0.88560
H 4.52754 -5.53787 2.28879
H 3.04799 -6.99832 0.89403
H 2.38491 -5.99899 -1.30387
C 2.94349 4.74732 1.24872
C 3.89870 4.53423 0.21740
C 3.48601 3.44289 -0.50079
N 2.32290 2.99077 0.05538
C 1.98411 3.77771 1.12025
H 2.95951 5.52229 1.99667
H 4.78507 5.11535 0.02547
H 3.91802 2.95363 -1.35672
H 1.79761 2.20034 -0.27315
H 1.09336 3.58386 1.69338
```

Computed properties:
SMILES: C[Si](C)(CCC(F)(F)P)c1ccccc1.c1cc[nH]c1.c1cc[nH]c1
lowest unoccupied orbital energy: 0.0242 hartree
Kohn-Sham gap: 8.7 eV